No. 1
A structure of composition C23H31CdCl2N4O3 in a non-equilibrium geometry. Source: OMol25; level of theory: ωB97M-V/def2-TZVPD.

```
64
C23H31CdCl2N4O3, DFT ωB97M-V/def2-TZVPD
O 0.800 -2.926 -2.934
C 1.376 -3.302 -1.821
C 0.484 -4.167 -0.925
C -0.515 -3.594 -0.146
H -0.644 -2.506 -0.161
C -1.319 -4.421 0.654
H -2.125 -3.977 1.240
C -1.087 -5.802 0.689
H -1.704 -6.447 1.317
C -0.061 -6.358 -0.086
H 0.139 -7.431 -0.054
C 0.696 -5.539 -0.927
H 1.472 -5.946 -1.579
H 2.248 -3.927 -2.109
C 3.213 -1.409 -1.638
C 2.193 -2.117 -0.827
H 4.224 -1.858 -1.529
H 3.298 -0.351 -1.323
H 2.947 -1.449 -2.706
C 2.312 -2.357 0.489
C 3.467 -1.908 1.329
H 1.566 -2.959 1.007
H 4.407 -2.409 1.043
H 3.234 -2.126 2.381
H 3.613 -0.820 1.218
Cd 1.259 0.390 0.780
Cl 0.700 -0.612 2.881
Cl 3.168 1.669 0.022
C 0.375 3.095 2.454
O 0.080 2.539 1.378
N -0.070 4.309 2.814
C -0.870 5.114 1.901
C 0.398 4.956 4.032
H 1.019 2.610 3.216
H -1.334 4.488 1.137
H -0.246 5.885 1.425
H -1.642 5.621 2.491
H 0.834 4.194 4.688
H -0.445 5.443 4.536
H 1.160 5.719 3.814
H 0.573 2.451 -3.296
H -0.325 0.238 -5.162
C 1.339 1.668 -3.173
C 0.596 -0.156 -4.708
N 0.761 0.336 -3.344
H 1.816 1.762 -2.188
C 0.119 -0.265 -2.338
O 0.145 0.137 -1.153
H 0.556 -1.250 -4.678
H -0.460 -1.156 -2.622
H 2.088 1.792 -3.961
H 1.454 0.179 -5.302
N -4.881 2.600 -2.362
C -4.343 2.229 -1.392
C -3.677 1.773 -0.197
C -4.057 2.238 1.072
C -3.387 1.769 2.197
C -2.341 0.852 1.997
N -2.003 0.419 0.798
C -2.627 0.841 -0.287
H -4.872 2.957 1.153
H -3.631 2.082 3.209
H -1.757 0.457 2.830
H -2.294 0.448 -1.248
```

Values from the calculation:
- HOMO-LUMO gap (eV) = 5.75
- ΔE to the lowest compared entry with this formula, charge and spin (kcal/mol) = 5.6
- energy (hartree) = -2427.9737
- charge = -1

No. 2
A structure of composition C23H31F6N4O2PdSSbSi. Source: OMol25; level of theory: ωB97M-V/def2-TZVPD.

```
70
C23H31F6N4O2PdSSbSi, DFT ωB97M-V/def2-TZVPD
Pd -1.715 -0.284 0.526
O -1.156 4.367 5.891
C -2.396 4.151 5.237
C -2.242 3.096 4.177
C -3.370 2.536 3.590
C -3.203 1.595 2.594
N -2.011 1.188 2.167
C -0.919 1.726 2.725
C -1.000 2.677 3.737
C 0.394 1.268 2.191
C 1.550 2.029 2.313
C 2.735 1.552 1.760
C 3.999 2.375 1.824
O 3.789 3.730 1.474
C 2.703 0.330 1.114
C 1.497 -0.355 1.017
N 0.369 0.099 1.541
H -1.210 5.184 6.392
H -2.749 5.071 4.760
H -3.164 3.831 5.949
H -4.366 2.828 3.899
H -4.054 1.147 2.098
H -0.107 3.079 4.191
H 1.534 3.003 2.785
H 4.758 1.913 1.185
H 4.380 2.382 2.848
H 3.532 3.736 0.540
H 3.596 -0.060 0.644
H 1.418 -1.285 0.467
F 2.097 0.446 -1.876
Sb 3.449 1.632 -2.449
F 2.904 2.794 -1.018
F 2.104 2.481 -3.502
F 4.733 2.898 -2.986
F 3.889 0.476 -3.865
F 4.692 0.815 -1.280
C -0.197 -3.721 1.148
Si -1.517 -3.423 -0.173
C -1.333 -4.843 -1.418
C -3.202 -3.680 0.645
C -1.372 -1.758 -0.916
H -0.344 -4.687 1.641
H -0.228 -2.937 1.909
H 0.807 -3.727 0.711
H -1.426 -5.825 -0.942
H -0.362 -4.797 -1.919
H -2.104 -4.769 -2.192
H -3.319 -4.700 1.025
H -4.005 -3.495 -0.075
H -3.336 -2.980 1.473
H -2.071 -1.628 -1.751
H -0.365 -1.595 -1.326
N -0.328 2.862 -1.075
C -1.206 2.056 -1.719
S -2.760 1.854 -1.107
N -0.714 1.508 -2.849
C -1.242 0.457 -3.632
C -2.588 0.361 -3.969
C -3.021 -0.704 -4.746
C -2.127 -1.657 -5.211
C -0.781 -1.538 -4.895
C -0.338 -0.489 -4.107
H -0.628 3.191 -0.174
H 0.668 2.776 -1.229
H 0.260 1.719 -3.035
H -3.284 1.101 -3.607
H -4.073 -0.783 -4.992
H -2.476 -2.488 -5.811
H -0.070 -2.276 -5.246
H 0.706 -0.411 -3.830
```

Values from the calculation:
- HOMO-LUMO gap (spin up / spin down) (eV) = 5.39 / 6.56
- ⟨S²⟩ = 0.754
- ΔE to the lowest compared entry with this formula, charge and spin (kcal/mol) = 2.0
- energy (hartree) = -2919.8581
- 2S+1 = 2
- charge = -1

No. 3
A cluster of 2 separate species, C23H31N2O4 in total in a non-equilibrium geometry. Source: OMol25; level of theory: ωB97M-V/def2-TZVPD.

```
60
C23H31N2O4, DFT ωB97M-V/def2-TZVPD
C 7.458 -1.271 -0.128
C 7.573 -0.577 -1.388
C 6.204 -0.311 -2.157
C 5.493 -1.473 -2.614
O 5.986 -2.790 -2.408
C 4.072 -1.270 -3.357
O 3.703 -1.976 -4.332
C 3.191 -0.051 -2.768
C 1.634 -0.127 -2.660
C 0.923 -1.476 -3.158
C -0.691 -1.461 -3.079
N -1.137 -2.242 -1.866
C 0.876 1.118 -2.034
C 1.697 2.368 -1.549
C 3.253 2.458 -1.664
C 3.970 1.222 -2.263
C 5.579 1.159 -2.398
O 6.283 2.156 -2.701
H 6.793 -2.209 -0.024
H 7.968 -0.900 0.834
H 8.585 -0.254 -1.793
H 6.364 -3.171 -3.232
H 1.261 -2.311 -2.430
H 1.230 -1.812 -4.206
H -1.143 -0.416 -3.143
H -1.059 -2.076 -3.985
H -0.834 -1.678 -1.055
H -0.646 -3.158 -1.845
H -0.268 1.096 -1.907
H 1.188 3.284 -1.071
H 3.865 3.367 -1.337
C -4.189 -1.210 3.344
C -2.865 -0.467 3.017
C -2.708 0.727 3.989
C -3.672 1.871 3.682
C -3.561 2.309 2.226
C -3.670 1.146 1.209
N -2.831 -0.032 1.584
O -1.585 0.263 1.287
C -5.144 0.695 1.060
C -3.323 1.704 -0.200
C -1.778 -1.534 3.317
H -4.066 -1.868 4.209
H -5.007 -0.546 3.611
H -4.507 -1.843 2.510
H -1.681 1.112 3.950
H -2.867 0.393 5.019
H -4.701 1.584 3.911
H -3.445 2.721 4.334
H -4.332 3.058 2.018
H -2.600 2.822 2.098
H -5.219 -0.193 0.425
H -5.747 1.476 0.592
H -5.635 0.479 2.006
H -2.343 2.187 -0.230
H -4.048 2.462 -0.507
H -3.338 0.911 -0.954
H -1.905 -2.407 2.669
H -1.847 -1.878 4.352
H -0.760 -1.159 3.188
```

Values from the calculation:
- HOMO-LUMO gap (eV) = 2.39
- ΔE to the lowest compared entry with this formula, charge and spin (kcal/mol) = 309.3
- energy (hartree) = -1304.7715
- charge = +1

No. 4
The molecule C23H31N3O3 in a non-equilibrium geometry. Source: OMol25; level of theory: ωB97M-V/def2-TZVPD.

```
60
C23H31N3O3, DFT ωB97M-V/def2-TZVPD
C 2.777 3.152 0.688
H 1.753 3.520 0.757
H 3.298 3.688 -0.113
O 2.666 1.780 0.412
C 3.818 1.028 0.334
C 5.086 1.564 0.470
C 6.212 0.752 0.447
C 6.066 -0.609 0.287
C 4.804 -1.156 0.125
C 3.656 -0.365 0.133
N 2.396 -0.916 0.008
C 2.198 -2.336 0.188
C 0.719 -2.606 0.449
N -0.081 -2.282 -0.724
C 0.557 -1.276 -1.556
C 1.365 -0.247 -0.763
H 1.822 0.458 -1.461
H 0.702 0.322 -0.099
H -0.196 -0.759 -2.151
H 1.229 -1.789 -2.255
C -1.500 -2.107 -0.494
C -2.188 -3.425 -0.123
C -3.701 -3.208 -0.107
C -4.073 -2.078 0.853
N -3.333 -0.877 0.530
C -3.985 0.282 0.276
O -5.198 0.377 0.367
C -3.140 1.441 -0.102
C -3.164 2.673 0.494
O -2.277 3.495 -0.108
C -1.694 2.808 -1.120
C -2.189 1.542 -1.162
H -1.941 0.784 -1.876
C -0.653 3.489 -1.935
H -0.710 3.159 -2.969
H 0.343 3.256 -1.556
H -0.797 4.565 -1.890
C -3.956 3.177 1.644
H -4.805 2.518 1.801
H -4.310 4.185 1.438
H -3.352 3.207 2.551
C -1.904 -1.057 0.569
H -1.402 -0.108 0.394
H -1.635 -1.419 1.569
H -5.135 -1.837 0.785
H -3.841 -2.375 1.884
H -4.211 -4.122 0.200
H -4.042 -2.950 -1.111
H -1.919 -4.193 -0.849
H -1.853 -3.755 0.862
H -1.925 -1.780 -1.450
H 0.427 -2.017 1.330
H 0.581 -3.666 0.682
H 2.528 -2.928 -0.680
H 2.773 -2.657 1.061
H 4.714 -2.220 -0.024
H 6.932 -1.254 0.275
H 7.189 1.194 0.564
H 5.215 2.624 0.615
H 3.289 3.336 1.638
```

Values from the calculation:
- HOMO-LUMO gap (eV) = 8.13
- ΔE to the lowest compared entry with this formula, charge and spin (kcal/mol) = 81.6
- energy (hartree) = -1284.9921
- charge = 0